(one)
Computed, not measured: a molecular structure, C6H10O2, with ωB97M-V with the def2-TZVPD basis set.

HOMO level ... -0.298 hartree
Kohn-Sham gap ... 8.915 eV

Last column: Löwdin charge in e.
Positions of all 18 atoms, in Å:
1 C 0.311 -0.848 0.839  -0.3459
2 C 0.936 0.385 0.177  -0.1260
3 C 0.756 -1.245 2.216  -0.0364
4 C 0.061 1.198 -2.195  -0.0513
5 C -1.290 0.195 -0.291  -0.3883
6 C -0.096 0.373 -0.955  -0.2695
7 O -1.106 -0.505 0.837  0.0133
8 O -2.541 0.297 -0.765  0.1262
9 H -3.126 -0.221 -0.196  0.1264
10 H 0.271 -1.300 -0.443  0.2284
11 H 0.953 1.280 0.814  0.1256
12 H 1.935 0.170 -0.202  0.1213
13 H 1.812 -1.514 2.196  0.0826
14 H 0.180 -2.095 2.577  0.0770
15 H 0.630 -0.423 2.929  0.0882
16 H 0.885 0.819 -2.798  0.0731
17 H -0.855 1.192 -2.782  0.0750
18 H 0.282 2.242 -1.957  0.0803

(two)
Computed, not measured: a single C6H10O2 molecule, with ωB97M-V with the def2-TZVPD basis set.

HOMO level ... -0.347 hartree
Kohn-Sham gap ... 10.215 eV

Last column: Löwdin charge in e.
Positions of all 18 atoms, in Å:
1 C -2.754 -0.600 -1.691  -0.0181
2 C -1.551 -0.247 -1.254  -0.1763
3 C -0.928 -0.803 0.008  -0.2106
4 C 0.603 -0.734 0.119  -0.1894
5 C 1.127 0.116 1.271  -0.0796
6 C 1.882 1.361 0.710  -0.5070
7 O 1.935 1.666 -0.453  0.0949
8 O 2.604 1.994 1.645  0.1047
9 H -3.044 -0.370 -2.713  0.0470
10 H -3.545 -1.139 -1.180  0.0571
11 H -0.860 0.307 -1.883  0.0992
12 H -1.181 -1.869 -0.033  0.1079
13 H -1.474 -0.467 0.899  0.1134
14 H 0.979 -0.409 -0.843  0.0972
15 H 0.958 -1.758 0.256  0.1100
16 H 1.886 -0.328 1.903  0.1148
17 H 0.341 0.493 1.922  0.1175
18 H 3.024 2.788 1.317  0.1174

(three)
Computed, not measured: a molecular structure, C6H10O2, with ωB97M-V with the def2-TZVPD basis set.

HOMO level ... -0.336 hartree
Kohn-Sham gap ... 10.173 eV

Last column: Löwdin charge in e.
Positions of all 18 atoms, in Å:
1 C -0.754 -1.810 -1.712  -0.0632
2 C -1.000 -1.078 -0.383  -0.1476
3 C 0.136 -0.689 0.538  -0.2252
4 C 1.330 0.946 0.971  -0.2607
5 C 0.093 1.880 0.864  -0.2370
6 C -0.726 0.326 0.017  -0.3499
7 H 0.225 -1.408 -2.360  0.1380
8 H -1.662 -1.851 -2.289  0.0428
9 H -0.496 -2.951 -1.739  0.0985
10 H -1.706 -1.561 0.126  0.0914
11 H -0.140 -0.904 1.533  0.1560
12 H 2.202 1.527 0.600  0.1276
13 H 1.802 0.735 2.078  0.1693
14 H 0.038 2.702 1.661  0.1594
15 H 0.331 2.360 -0.202  0.1606
16 H -0.018 0.702 -0.823  0.1824
17 O 1.469 -0.219 0.260  -0.0586
18 O -1.123 1.292 0.860  0.0163

The most stable arrangement is (two), and the next structure is 44.1 kcal/mol less stable.

(one)
Computed, not measured: a single C8H11N2OP molecule, with ωB97M-V with the def2-TZVPD basis set.

HOMO level ... -0.270 hartree
Kohn-Sham gap ... 8.011 eV

Last column: Löwdin charge in e.
Positions of all 23 atoms, in Å:
1 C -0.318 0.771 2.856  -0.0742
2 C -1.448 -0.378 2.823  -0.2737
3 O -1.971 -0.380 1.443  -0.4287
4 P -1.430 -1.650 0.547  1.0112
5 N -1.475 -0.991 -1.024  -0.1648
6 C -0.334 -0.404 -1.506  -0.3397
7 C -0.283 0.339 -2.632  -0.0865
8 C 0.818 1.029 -3.065  -0.1197
9 C 1.960 0.984 -2.254  -0.1006
10 C 2.014 0.186 -1.057  -0.0216
11 C 0.794 -0.409 -0.658  -0.3204
12 N 0.645 -1.076 0.553  -0.0314
13 H -0.845 1.747 2.646  0.0855
14 H 0.160 0.458 3.839  0.0845
15 H 0.417 0.551 2.025  0.0469
16 H -2.177 -0.289 3.580  0.0888
17 H -0.923 -1.326 2.768  0.0427
18 H -2.319 -1.242 -1.636  0.1418
19 H -1.212 0.389 -3.234  0.1195
20 H 0.795 1.563 -4.042  0.1105
21 H 2.883 1.467 -2.554  0.0864
22 H 2.852 0.210 -0.344  0.1056
23 H 1.397 -1.548 0.927  0.0377

(two)
Computed, not measured: a single C8H11N2OP molecule, with ωB97M-V with the def2-TZVPD basis set.

HOMO level (alpha / beta) ... -0.223 / -0.222 hartree
Kohn-Sham gap (alpha / beta) ... 5.232 / 5.226 eV

Last column: Löwdin charge in e.
Positions of all 23 atoms, in Å:
1 C 3.882 -0.393 -0.173  -0.1303
2 C 3.101 -1.533 0.038  -0.1053
3 C 3.331 0.824 -0.252  -0.0684
4 C 1.684 -1.375 0.241  -0.0329
5 C 1.942 1.088 -0.071  -0.4221
6 C 1.133 -0.109 0.108  -0.2182
7 C -2.737 -1.176 -0.121  -0.1091
8 C -4.025 0.906 -0.066  -0.0979
9 N 1.426 2.272 0.028  0.0238
10 N -2.734 0.251 -0.160  -0.4593
11 O -0.305 -0.120 0.271  -0.3221
12 P -1.342 1.040 0.117  1.0972
13 H 4.884 -0.511 -0.382  0.0766
14 H 3.594 -2.440 0.284  0.0711
15 H 3.844 1.756 -0.152  0.0968
16 H 1.232 -2.291 0.572  0.0980
17 H -3.667 -1.427 0.358  0.0859
18 H -2.763 -1.725 -1.047  0.0928
19 H -1.879 -1.569 0.370  0.0647
20 H -4.382 0.956 -1.046  0.0728
21 H -4.631 0.562 0.676  0.0541
22 H -3.696 1.987 0.286  0.1062
23 H 2.107 3.027 0.120  0.0255

The most stable arrangement is (one), and the next structure is 50.4 kcal/mol less stable.